w:
Formula: ClH36O22
Source: OMol25
Level of theory: ωB97M-V/def2-TZVPD

Output
- Multiplicity: 1
- Net charge: -1
- Orbital gap: 9.1055 eV
- E_HOMO: -0.2571 hartree

Each line ends with the Löwdin charge.
Positions of all 59 atoms, in Å:
Cl 0.203 0.100 -0.054  0.91
O -0.632 0.566 -1.222  -0.36
O -0.641 0.231 1.148  -0.34
O 0.533 -1.381 -0.160  -0.33
O 1.447 0.914 0.080  -0.29
O 0.074 2.794 -2.483  -0.09
H -0.317 3.639 -2.145  0.08
H -0.246 2.058 -1.896  0.00
O 4.759 0.628 -0.569  -0.07
H 4.183 -0.141 -0.635  -0.04
H 4.041 1.215 -0.618  -0.05
O -2.616 2.279 -2.537  -0.08
H -1.975 2.829 -2.981  0.00
H -2.290 2.222 -1.607  -0.02
O 2.686 2.561 -1.748  -0.04
H 1.786 2.743 -1.816  -0.07
H 3.146 3.065 -2.443  0.06
O 1.475 -4.391 -0.281  -0.05
H 1.788 -5.011 -0.923  0.02
H 0.637 -4.042 -0.605  -0.02
O -2.849 -0.644 -0.318  -0.06
H -2.048 -0.159 -0.283  -0.05
H -3.430 0.071 0.124  0.12
O -1.838 2.648 0.047  0.00
H -1.069 3.137 0.179  0.00
H -2.563 3.230 0.019  0.06
O 1.808 1.826 2.714  -0.10
H 1.803 0.827 2.739  0.01
H 0.837 1.924 2.676  -0.02
O 0.976 3.586 0.640  0.00
H 1.229 2.725 0.545  -0.07
H 1.774 4.083 0.735  0.06
O 3.217 -1.450 -0.466  -0.01
H 2.441 -1.036 -0.205  -0.05
H 3.241 -2.177 0.154  0.06
O -1.639 -1.673 -3.106  -0.03
H -1.754 -0.950 -2.468  0.02
H -2.467 -1.857 -3.502  0.03
O 2.208 -0.990 2.737  -0.08
H 1.270 -1.283 2.714  0.02
H 2.660 -1.738 2.253  0.07
O -2.531 -2.482 1.530  -0.06
H -2.744 -1.834 0.822  -0.01
H -3.420 -2.717 1.762  0.05
O -2.980 0.233 2.574  -0.03
H -2.114 0.399 2.268  -0.04
H -3.242 -0.658 2.421  -0.01
O -1.075 -3.366 -1.095  -0.06
H -1.593 -3.198 -1.863  0.01
H -0.962 -2.544 -0.579  0.01
O 1.320 -2.141 -2.929  -0.07
H 0.680 -2.101 -2.202  -0.02
H 1.642 -1.245 -3.076  0.04
O 0.041 -2.882 2.529  -0.03
H -0.011 -3.809 2.483  0.02
H -0.774 -2.544 2.170  -0.01
O -1.018 2.471 3.064  -0.02
H -1.680 2.996 3.506  0.05
H -1.359 2.417 2.185  -0.02


x:
Formula: ClH36O22
Source: OMol25
Level of theory: ωB97M-V/def2-TZVPD

Output
- Multiplicity: 1
- Net charge: -1
- Orbital gap: 10.1731 eV
- E_HOMO: -0.2933 hartree

Each line ends with the Löwdin charge.
Positions of all 59 atoms, in Å:
Cl -5.363 -3.561 -2.410  0.89
O -4.528 -2.337 -2.151  -0.38
O -4.579 -4.777 -2.071  -0.30
O -6.608 -3.581 -1.575  -0.35
O -5.739 -3.527 -3.863  -0.32
O -7.735 -1.748 -5.970  -0.05
H -7.638 -2.603 -6.468  0.06
H -7.961 -1.983 -5.095  -0.03
O -1.848 -5.387 -1.010  -0.03
H -0.921 -5.372 -0.869  0.04
H -2.177 -4.557 -0.708  -0.03
O -6.457 -0.442 -2.249  -0.04
H -6.499 0.015 -3.074  0.03
H -5.686 -1.034 -2.192  -0.02
O -8.514 -2.749 -3.487  -0.04
H -7.688 -2.920 -3.042  -0.02
H -9.173 -3.408 -3.247  0.07
O -5.193 -2.146 -6.603  -0.05
H -5.949 -1.797 -6.168  -0.03
H -4.458 -1.681 -6.195  0.01
O -7.708 -1.890 0.125  -0.04
H -8.352 -1.482 -0.427  0.03
H -7.327 -2.545 -0.465  -0.03
O -2.036 -2.775 -2.674  -0.06
H -1.590 -2.558 -1.868  0.02
H -2.966 -2.948 -2.410  -0.02
O -4.778 -4.919 -6.090  -0.06
H -4.602 -4.729 -5.138  0.02
H -5.099 -4.172 -6.530  -0.04
O -6.314 -6.368 -0.519  -0.07
H -6.118 -6.047 -1.425  0.01
H -7.187 -6.787 -0.684  0.08
O -7.764 -4.914 1.211  -0.10
H -8.584 -4.645 0.729  0.05
H -7.255 -5.408 0.536  -0.03
O -5.068 -1.045 0.296  -0.05
H -4.971 -1.966 0.539  0.02
H -5.993 -1.147 0.059  -0.01
O -3.526 -7.484 -0.920  -0.04
H -4.423 -7.247 -0.962  -0.05
H -3.090 -6.645 -0.885  -0.04
O -3.252 -1.123 -4.754  -0.02
H -2.992 -2.021 -4.477  0.04
H -2.431 -0.852 -5.039  0.01
O -4.277 -6.784 -4.030  -0.05
H -5.047 -6.786 -4.638  0.04
H -4.619 -7.301 -3.308  0.00
O -3.070 -3.290 0.243  -0.06
H -3.835 -3.802 0.608  0.09
H -3.364 -2.638 -0.411  -0.01
O -7.689 -6.149 -3.212  -0.03
H -7.347 -5.950 -4.108  0.03
H -7.399 -7.017 -3.182  0.00
O -2.531 -0.533 -1.074  -0.05
H -3.436 -0.209 -0.921  0.03
H -2.468 -0.516 -2.021  0.01
O -7.659 -4.733 -5.770  -0.05
H -8.579 -4.404 -5.835  0.07
H -7.195 -4.034 -5.343  -0.04


Among the structures shown above, x is the most stable, with the second-best lying 0.0218 hartree higher.